[1]
Computed, not measured: a cluster of 3 separate species, C3H13NO2S in total, with ωB97M-V/def2-TZVPD.

Results
- HOMO (eV) = -8.85
- E (Ha) = -725.4981
- Kohn-Sham gap (eV) = 9.50
- max |F| (eV Å⁻¹) = 0.8
- charge = 0
- spin multiplicity = 1
- LUMO (eV) = 0.66
- energy relative to the best compared isomer or geometry (same formula, charge and spin) (eV) = 0.633

```
20
Properties=species:S:1:pos:R:3:forces:R:3:nbo_charge:R:1
N -1.076261 0.549633 0.525147 -0.18 -0.23 0.19 -0.841
C -0.284333 1.334004 -0.417766 -0.18 0.09 -0.45 -0.214
C 0.829614 0.433230 -0.967742 -0.23 0.13 0.34 -0.419
C 2.099317 1.109274 -1.456892 -0.61 0.01 0.18 -0.509
S 3.113883 -0.010331 -2.469466 0.13 0.16 0.14 -0.039
H -1.634808 -0.114434 0.004720 -0.02 -0.16 0.02 0.350
H -1.741207 1.104444 1.045625 0.01 0.22 -0.04 0.359
H -0.898237 1.677139 -1.265522 0.13 0.08 0.04 0.162
H 0.053156 2.246095 0.068003 0.38 -0.05 0.23 0.184
H 1.085257 -0.277581 -0.188286 0.12 -0.12 0.13 0.209
H 0.373321 -0.149852 -1.752790 0.05 -0.33 -0.41 0.208
H 2.640259 1.473671 -0.588561 0.34 0.01 -0.10 0.218
H 1.854971 1.969336 -2.062639 -0.01 0.29 -0.28 0.208
H 4.080245 -0.172028 -1.564719 0.12 -0.12 0.00 0.122
O -0.111742 -2.846656 -0.581634 -0.71 0.10 0.37 -0.934
H -0.202311 -2.383585 0.266460 0.24 -0.04 -0.24 0.471
H -1.029264 -3.104853 -0.765613 0.41 -0.04 -0.10 0.464
O -3.333986 -0.894031 3.789842 0.07 -0.10 0.11 -0.939
H -2.631898 -0.279985 4.028415 -0.01 -0.03 -0.03 0.469
H -3.185976 -1.663492 4.353416 -0.04 0.13 -0.11 0.469
```
Forces are in eV/Å.

[2]
Computed, not measured: a cluster of 2 separate species, C5H15NO in total at a distorted geometry, with ωB97M-V/def2-TZVPD.

Results
- HOMO (eV) = -9.21
- E (Ha) = -329.4152
- Kohn-Sham gap (eV) = 9.95
- max |F| (eV Å⁻¹) = 4.5
- charge = 0
- spin multiplicity = 1
- LUMO (eV) = 0.74
- energy relative to the best compared isomer or geometry (same formula, charge and spin) (eV) = 2.515

```
22
Properties=species:S:1:pos:R:3:forces:R:3:nbo_charge:R:1
C -2.179224 -1.174960 -0.365144 -0.75 -0.02 1.29 -0.618
C -0.844342 -0.895005 0.430298 0.44 -0.86 -3.72 -0.227
C -1.054941 -0.902134 1.906407 0.89 -1.17 1.33 -0.636
C -0.100630 0.422216 -0.163230 0.90 -0.93 3.80 -0.413
C 1.434064 0.307499 0.307136 -1.97 -0.47 -1.28 -0.218
N 2.071492 -0.742415 -0.589179 0.69 -0.40 2.07 -0.874
H -2.411242 -2.358019 -0.331112 -0.02 3.08 -0.11 0.215
H -2.959187 -0.455262 0.035753 0.18 -1.52 0.29 0.202
H -2.194458 -0.743743 -1.366388 0.74 -0.81 -0.45 0.213
H -0.288519 -1.844066 0.077412 0.04 1.64 0.94 0.195
H -1.386539 -1.923589 2.247430 -0.81 1.20 -0.43 0.226
H -0.131718 -0.914761 2.512217 0.16 0.57 -0.55 0.209
H -1.621516 -0.028267 2.249195 -0.39 -0.55 0.04 0.212
H -0.031894 0.416030 -1.245269 -0.86 0.56 -0.10 0.209
H -0.544458 1.300725 0.453256 0.40 -0.97 -1.85 0.203
H 1.965856 1.265844 0.167522 -0.24 -0.42 0.12 0.178
H 1.330398 0.102164 1.423098 0.97 -0.28 -1.54 0.198
H 2.234114 -1.603553 -0.044342 -0.04 0.71 -0.57 0.361
H 1.608245 -1.033858 -1.454035 -0.34 0.67 0.69 0.364
O 1.847219 3.868800 -2.382649 -2.86 -1.12 2.68 -0.947
H 0.920574 3.880551 -1.802567 3.85 -0.23 -2.27 0.473
H 2.336709 3.055798 -2.065819 -0.99 1.32 -0.39 0.475
```
Forces are in eV/Å.

> Among the records above, which one has the lowest LUMO?

C3H13NO2S